{
  "formula": "C90H190N10O10",
  "method": "ωB97M-V with the def2-TZVPD basis set",
  "species": ["C", "H", "H", "C", "C", "H", "H", "H", "C", "H", "H", "H", "C", "N", "H", "H", "H", "H", "C", "C", "H", "C", "H", "H", "C", "H", "N", "H", "H", "H", "N", "C", "H", "C", "H", "C", "O", "H", "H", "H", "C", "C", "H", "H", "H", "C", "H", "H", "C", "O", "H", "N", "H", "H", "H", "C", "C", "O", "H", "H", "C", "H", "C", "N", "H", "C", "H", "H", "H", "H", "H", "C", "C", "H", "H", "H", "H", "C", "H", "H", "H", "H", "H", "H", "C", "C", "O", "H", "H", "C", "H", "C", "H", "H", "H", "C", "C", "O", "H", "H", "H", "H", "H", "C", "N", "C", "C", "C", "H", "H", "H", "H", "H", "H", "H", "C", "C", "H", "O", "H", "C", "H", "H", "C", "C", "H", "H", "C", "O", "H", "H", "H", "C", "C", "C", "H", "C", "C", "H", "H", "H", "H", "H", "H", "H", "C", "H", "H", "C", "H", "C", "H", "H", "H", "H", "H", "H", "H", "H", "H", "H", "H", "C", "H", "H", "H", "H", "H", "C", "C", "H", "H", "C", "C", "C", "H", "N", "H", "O", "O", "H", "H", "C", "C", "C", "H", "C", "H", "C", "H", "H", "H", "H", "H", "C", "N", "H", "H", "H", "H", "H", "H", "C", "C", "H", "C", "H", "H", "H", "C", "C", "C", "H", "H", "H", "C", "H", "C", "C", "H", "H", "H", "H", "H", "H", "H", "C", "H", "H", "C", "C", "H", "H", "C", "H", "H", "C", "H", "C", "C", "H", "H", "C", "H", "H", "C", "N", "H", "H", "H", "N", "C", "H", "H", "C", "H", "H", "H", "O", "H", "H", "H", "H", "C", "H", "H", "H", "H", "C", "C", "H", "H", "H", "H", "C", "H", "C", "H", "H", "H", "H", "H", "H", "C", "C", "H", "H", "H", "H", "H", "H", "C", "H", "H", "H", "H", "H", "C", "H", "C"],
  "xyz": [[-0.6922, 11.0220, 9.4292], [0.0317, 10.8052, 10.2147], [11.1300, -2.2973, -6.6579], [10.8591, 1.5245, 2.4701], [12.9397, 1.2308, 4.5480], [14.2527, 1.6465, 2.8695], [1.3516, 7.6815, 7.7866], [-2.0863, -9.9469, 4.5434], [1.0299, 9.7600, 8.0271], [1.5545, -5.2309, 10.7203], [4.2075, -6.2318, 10.7028], [-2.9361, 8.2544, 5.3297], [0.6221, -5.5281, -8.1682], [0.1729, 1.7747, 0.5623], [2.1336, 11.6535, -11.4776], [1.5619, -0.4898, 11.3187], [1.7822, 12.1573, 8.0805], [-10.3049, -5.0364, -0.9824], [0.5560, -8.7880, 6.2877], [-13.0570, 4.2698, -6.7884], [-15.0629, 3.2487, -4.9073], [-0.7833, -7.5278, -6.5596], [-13.9046, 2.5472, -8.5697], [12.8512, -0.8731, 3.8180], [-0.5183, -3.8063, -6.8754], [10.5933, 2.5689, 2.3068], [-1.0669, 10.5915, 6.9552], [4.9131, -6.1011, 12.2412], [5.7867, -2.0810, -4.3915], [3.0862, -10.0647, 5.6613], [8.4934, -3.1466, -6.2265], [5.0094, -2.0428, 10.6170], [-0.9237, -0.4573, -0.4740], [-2.2723, 1.0509, -0.8543], [-12.5871, -5.8416, 1.2443], [-10.8757, 2.1475, -3.7964], [1.3818, -7.7722, 2.8904], [-1.7727, -8.2906, 5.2126], [3.0284, -3.6900, 13.5675], [1.2695, -9.1438, 7.0309], [0.7578, -6.9917, -8.6588], [0.8421, 10.4121, -9.2942], [14.3494, -0.3987, 4.6493], [-3.0256, 10.0796, 5.5889], [-1.0947, 4.6823, -0.8532], [3.7031, -1.8592, 9.8287], [0.6079, 12.4214, 6.7041], [10.2276, 0.8690, 1.8706], [-9.8933, -6.9968, 3.3686], [-2.0279, 11.5986, 6.8510], [-9.6654, -3.6680, 1.2737], [2.6718, -3.7091, 10.9235], [1.4788, 14.4835, -10.6961], [-2.2167, -5.9641, -8.9844], [-11.2830, 4.3806, -4.5107], [13.2682, -0.2637, 4.6198], [-11.8023, -5.0910, 1.3382], [9.2852, -3.6883, -5.2733], [0.1110, -7.2897, -9.4840], [13.1476, 2.8563, 3.1824], [-10.4728, 1.5019, -6.2722], [12.5600, 1.8698, 1.1767], [-11.1990, -6.8736, 4.2765], [11.4960, 1.5476, 4.8282], [10.3665, -1.2073, -7.8732], [-13.5025, 1.9471, -7.7535], [0.3327, -3.7924, -6.1945], [-3.3002, 9.3959, 8.0999], [-10.8992, -6.6164, -0.7137], [-1.6642, 9.3408, 4.6192], [-7.9219, -6.1530, 3.6167], [1.1708, 11.2104, -11.7320], [-0.4407, 8.2139, 6.6102], [-9.1798, -6.3057, -0.3928], [1.3567, -7.8986, -6.7653], [6.8409, -0.8689, -8.9541], [5.8345, -1.6637, 10.0140], [9.1798, -3.0560, -7.5041], [-10.3941, -8.7807, 1.3006], [-1.2708, 14.1323, -8.8238], [8.8154, 1.3447, 5.3989], [-8.2552, -8.5375, 3.0144], [-1.7255, 4.1021, 0.5582], [8.8030, -2.6032, -9.5852], [3.9133, -4.1627, 11.6599], [2.0841, -1.3480, 11.7415], [1.5175, -4.4466, 11.2727], [-1.3397, -3.2912, -6.3773], [9.6482, -4.7229, -9.0137], [-1.8990, -8.2581, -7.2784], [-13.2600, 4.5554, -7.8206], [-9.1376, -8.3791, 3.6344], [10.8137, -1.0373, 4.5413], [7.1264, -3.2333, -3.8173], [-15.3930, 1.9120, -6.0611], [-9.2748, -4.6382, 1.5807], [-10.1859, -5.8929, -0.3188], [-13.0628, 0.8983, -5.0815], [5.9012, -2.1284, -7.0656], [2.9612, -0.8848, 12.1934], [1.3958, -5.3476, -7.4220], [0.6848, 12.3440, -7.4759], [-11.9288, -7.6365, 4.0057], [4.0272, -3.6904, 13.1310], [-1.0555, -6.0926, -6.4863], [-0.7486, 0.7728, 1.2562], [0.0949, 12.2651, -11.4730], [-11.2987, 2.4030, -5.2524], [-8.1951, -3.9714, 3.3770], [-0.3171, 9.7887, -10.9409], [11.1441, -2.6600, -8.2832], [-13.5658, 5.0553, -6.2297], [3.1643, -6.2239, 11.9220], [8.2812, 1.6059, 3.6744], [-14.1774, 1.1059, -7.5956], [0.0818, 12.8447, -10.0231], [1.5087, -8.5674, 5.0485], [2.3735, 10.7065, -7.7367], [-10.9175, -7.9793, 1.3745], [0.2322, 8.3003, 5.7571], [0.4957, 8.3478, 7.8940], [-1.8812, 2.7200, -1.9848], [-0.6939, 1.4346, -2.2102], [-2.4674, 8.7097, 7.9459], [-2.4042, 9.2027, 5.4074], [-10.7242, 0.4421, -6.2301], [0.1951, 13.0564, 8.1398], [-10.9814, 3.8725, -5.4266], [-2.0443, -5.7605, -5.6084], [-9.3965, 1.6434, -6.1742], [10.4138, -0.9948, 2.9843], [-11.7139, -5.9376, 4.0599], [-0.4096, -8.0538, -5.1540], [6.7941, -1.5331, -6.8746], [0.1089, 9.2262, -8.5877], [-1.0025, 2.0990, 2.9186], [9.4806, -4.5280, -7.9545], [13.1928, 1.7711, 3.0910], [0.3219, 13.0975, -12.1390], [-10.9358, 1.0831, -3.5692], [2.7388, 9.5154, -8.8610], [-2.8086, -7.7291, -6.9940], [-8.3156, -4.6711, 1.0640], [-15.5081, 3.7156, -6.4738], [1.3684, -2.7767, 8.6241], [-1.3357, -9.2336, 4.8840], [12.8701, -0.7161, 5.5280], [4.4548, -2.6956, 13.2563], [2.3487, -9.8509, 4.8877], [-10.5683, 1.7214, -7.3356], [10.4796, -2.2358, -7.5304], [9.1126, -0.8354, 4.1498], [8.9581, -0.4840, -5.7618], [-8.6076, -8.4284, 4.5856], [-0.9030, -10.5328, 1.9994], [6.0079, -3.5546, -5.1872], [0.9993, -1.1760, 9.3608], [6.0716, -3.6615, 11.4717], [1.5361, 3.9273, -0.7905], [12.5310, 0.2502, 1.6389], [-12.0748, -4.4681, 0.4862], [5.2545, -4.1161, 9.9863], [-9.1049, -4.4996, 3.0917], [9.0698, -4.6156, -5.1495], [0.5388, 8.3172, -9.0086], [-2.8274, 7.6896, 7.8120], [1.9777, 1.8458, 1.1334], [0.3987, -8.8888, -7.7836], [10.4152, 1.0753, 3.9195], [2.4971, -7.3659, 5.4442], [0.8829, -0.7445, 1.0716], [0.7399, 3.4319, -2.3645], [-1.2791, 13.5549, -9.7483], [-0.7738, 4.1258, 0.0274], [-0.5747, -8.9347, 3.5669], [-1.0214, -7.4356, 2.0062], [0.0658, 11.6683, -9.0824], [-1.3061, -7.8499, -4.5686], [11.1585, 1.4425, 6.1770], [1.1641, 2.2720, 1.4127], [13.4431, 2.9962, 5.6132], [-11.5692, 2.5740, -3.0717], [-1.5422, -8.1099, 2.6860], [-1.2396, 2.0103, -1.4626], [2.3246, 10.5224, -8.8099], [-9.9068, -3.9583, 3.5937], [-10.3907, -5.6220, 1.1703], [8.2591, -0.4332, -8.1435], [8.3574, -0.9903, -5.0062], [9.2376, 2.7270, 4.6906], [0.4194, -7.4501, -4.7846], [-11.0239, 4.1521, -7.6423], [-0.0017, -11.0559, 3.5487], [-3.0282, 1.5577, -0.2544], [0.7262, 10.0419, -10.7522], [-10.1883, -6.9389, 1.9099], [-1.8576, -8.2198, -8.3669], [2.9033, -9.7582, 3.9539], [1.9515, -6.5549, 5.9266], [-2.3535, -8.6289, 2.1754], [1.1688, 10.8248, -12.7515], [1.7440, -10.7561, 4.8328], [0.7405, 12.1919, 7.7614], [10.1174, -0.4915, 3.9046], [1.7994, -7.1281, -8.9495], [5.1439, -3.5491, 10.9106], [-0.1417, -9.1090, -5.0992], [-11.0445, -6.7089, 5.3429], [-0.1002, 8.0032, 8.7391], [-1.5598, 0.1526, 0.1675], [1.3002, 13.7744, -9.8877], [0.0811, -0.4443, 1.7463], [-1.5550, 10.3837, 9.6197], [3.1179, -6.9873, 4.6323], [2.9811, 11.2514, -9.2850], [-0.0581, 10.8521, 8.0367], [-1.6435, -4.3223, -9.3184], [-14.9889, 2.9175, -5.9432], [13.8598, 1.9906, 5.5562], [-11.2105, 5.4758, -6.7748], [-2.4570, 1.9041, 1.8453], [3.2543, -7.6685, 6.1675], [13.6775, 1.6130, 6.5624], [-2.1853, 12.9507, -9.7906], [-2.7963, 0.4704, -1.6135], [1.2745, -6.8294, 3.0364], [-0.2368, -10.2770, 2.8233], [0.1406, -7.8125, 6.5406], [9.0194, -1.2638, -4.1847], [-13.5306, 2.8314, -6.4535], [-0.5400, -9.8697, 5.9757], [10.4012, -4.8465, -7.4655], [4.8186, -1.4503, 11.5118], [0.9875, 3.1609, -1.3381], [14.9007, 1.9841, 5.2329], [7.6608, -0.2466, -4.6191], [-11.5079, 4.4295, -6.7058], [3.9019, -2.3363, 8.8691], [-0.2490, 2.7529, -0.4775], [-8.9612, -5.8678, 3.7801], [4.5837, -4.4335, 13.7021], [-9.8631, 2.5265, -3.6581], [4.0854, -5.7080, 11.6509], [1.6014, 9.9528, 8.9351], [-12.5154, 1.6300, -8.0900], [7.5441, -1.2528, -8.2150], [-12.7680, 2.2098, -5.3557], [0.5680, -0.1327, 2.6703], [1.6659, 9.9640, 7.1658], [11.1688, 2.3349, 6.5307], [0.6646, -8.1777, 3.9122], [-1.8505, -5.0442, -8.5285], [-1.8672, 11.9318, 5.9651], [1.7261, 2.3618, -1.4012], [1.2786, -2.2121, 9.5521], [1.2983, 14.3137, -8.9405], [0.3606, -2.5678, 10.0198], [-2.0420, 0.5775, 2.9321], [-0.1654, 12.0062, -7.7666], [-0.2724, -3.1012, -7.6694], [3.6667, -0.7723, 9.7549], [-13.6773, 0.9943, -4.3503], [2.2854, 13.3140, -9.8145], [2.4283, -2.3446, 10.5688], [-2.8368, -5.9914, -6.0986], [-1.9485, -7.3936, 3.4001], [7.5448, -3.3067, -8.7209], [-11.9465, -4.4628, 2.2171], [7.5904, -2.1434, -5.7200], [-0.7396, -5.1303, -7.5312], [-0.9772, 9.2166, -8.6790], [-0.4931, -1.2998, 2.1020], [-1.0403, 12.0515, 9.5134], [-1.8901, -9.3142, -7.0089], [12.2662, 1.2383, 2.0151], [8.6718, -5.1884, -7.6417], [-1.6325, 1.4085, 2.3579], [6.5144, -0.5424, -6.5164], [0.9529, -4.8155, -8.9239], [-9.7859, -9.2506, 3.5431], [-8.9280, -5.7222, 4.8598], [0.3336, 9.3309, -7.5263], [0.7051, -10.0872, 2.3086], [0.4789, -7.8677, -7.4109], [6.5708, -2.7942, -4.6459], [-1.4113, 14.2543, -10.5739], [-0.8540, 11.7306, -11.5169], [-9.9049, 4.0194, -5.5140], [-2.3649, -0.4221, 0.6253], [1.3058, 9.1500, -10.9905], [-0.0100, 4.6715, 0.5814], [-1.6130, 9.1883, 6.7752], [-1.1699, -10.0891, 6.8378], [-2.1201, 8.5798, 8.9709], [-0.1187, -10.8139, 5.6307], [1.3570, -1.6622, 12.4902], [-2.7185, -4.6507, -7.9995], [8.3116, -2.5394, -8.6144], [-0.8414, 7.2033, 6.5317], [9.0898, 1.6866, 4.4010]],
  "mulliken_charge": [-1.46, 0.34, 0.34, -1.18, 1.57, 0.47, 0.41, 0.38, -1.24, 0.34, 0.37, 0.38, -1.37, 0.39, 0.35, 0.53, 0.35, 0.41, -1.31, -1.18, 0.41, 1.46, 0.41, 0.35, -1.97, 0.33, 0.16, 0.40, 0.38, 0.42, 0.52, -0.59, 0.40, -0.80, 0.34, -1.96, -0.47, 0.41, 0.34, 0.43, -0.68, 1.48, 0.42, 0.49, 0.42, -1.09, 0.42, 0.40, 1.48, -0.49, 0.39, 0.42, 0.36, 0.27, 0.36, -1.89, -1.84, -0.52, 0.34, 0.41, -1.73, 0.37, -1.59, 0.20, 0.33, -1.47, 0.43, 0.43, 0.39, 0.37, 0.42, -0.62, -1.23, 0.47, 0.45, 0.41, 0.39, 1.72, 0.33, 0.36, 0.43, 0.45, 0.33, 0.46, 1.50, -1.67, -0.48, 0.36, 0.39, -1.54, 0.37, -1.90, 0.29, 0.36, 0.40, -1.12, -1.98, -0.50, 0.32, 0.30, 0.48, 0.35, 0.32, -1.77, 0.20, 1.50, -1.24, 1.48, 0.40, 0.47, 0.50, 0.44, 0.46, 0.43, 0.30, 1.50, 1.35, 0.45, -0.50, 0.35, -0.77, 0.39, 0.44, -1.98, -1.79, 0.37, 0.37, -1.16, -0.42, 0.43, 0.34, 0.35, -1.87, -1.02, -1.82, 0.37, -2.03, -1.21, 0.48, 0.41, 0.42, 0.22, 0.41, 0.41, 0.34, -1.18, 0.39, 0.30, -1.69, 0.34, -1.76, 0.40, 0.40, 0.40, 0.44, 0.44, 0.42, 0.36, 0.38, 0.29, 0.51, 0.43, -0.77, 0.34, 0.39, 0.43, 0.32, 0.35, 1.70, -1.85, 0.40, 0.38, -1.79, -1.57, 1.44, 0.38, 0.19, 0.44, -0.49, -0.48, 0.44, 0.46, -1.78, -1.16, -1.61, 0.32, 1.56, 0.35, -1.63, 0.45, 0.44, 0.37, 0.29, 0.36, -1.46, 0.38, 0.35, 0.39, 0.44, 0.38, 0.35, 0.32, -1.71, -1.52, 0.39, -1.07, 0.37, 0.40, 0.31, -1.31, -1.62, -1.89, 0.31, 0.43, 0.27, 1.43, 0.38, -1.91, -1.92, 0.44, 0.32, 0.38, 0.40, 0.37, 0.38, 0.39, -1.64, 0.45, 0.30, 1.51, -0.53, 0.45, 0.23, -1.82, 0.41, 0.44, -0.83, 0.40, 1.39, -1.24, 0.47, 0.38, -1.91, 0.54, 0.31, -0.74, 0.31, 0.46, 0.40, 0.34, 0.33, -1.72, 0.36, 0.42, -1.90, 0.43, 0.46, 0.45, -0.46, 0.42, 0.38, 0.36, 0.32, 1.31, 0.36, 0.42, 0.44, 0.34, 1.21, 1.70, 0.40, 0.39, 0.37, 0.47, -0.50, 0.46, -1.64, 0.37, 0.52, 0.43, 0.45, 0.40, 0.36, -1.30, -1.73, 0.43, 0.39, 0.47, 0.43, 0.48, 0.38, 1.59, 0.33, 0.39, 0.28, 0.33, 0.47, -1.50, 0.45, -2.09],
  "de_lowest_kcal_mol": 204.0,
  "smiles": "CC1(C)CCCC(C)(C)N1O.CC1(C)CCCC(C)(C)N1O.CC1(C)CCCC(C)(C)N1O.CC1(C)CCCC(C)(C)N1O.CC1(C)CCCC(C)(C)N1O.CC1(C)CCCC(C)(C)N1O.CC1(C)CCCC(C)(C)N1O.CC1(C)CCCC(C)(C)N1O.CC1(C)CCCC(C)(C)N1O.CC1(C)CCCC(C)(C)N1O",
  "lumo_ev": 0.3,
  "total_energy_ha": -4842.3690,
  "orbital_gap_ev": 8.09
}